Density functional theory data (ωB97M-V/def2-TZVPD) for the molecule C20H19N3O2.

Last column: Löwdin charge in e.
Element x y z (Å)
C 1.6443 5.0006 1.5684  -0.0584
C 1.1378 3.7232 0.9687  -0.2902
C 0.8017 2.6348 1.7562  -0.0496
C 0.3154 1.4689 1.1925  -0.0257
C 0.1629 1.3523 -0.1849  -0.2206
N -0.2481 0.1792 -0.8071  0.1007
C -0.6552 -1.0110 -0.1193  -0.2207
C -2.1428 -1.1717 0.0796  -0.1581
N -2.9280 -0.3504 0.7441  0.1401
C -4.2157 -0.6718 0.7731  -0.1270
C -4.7540 -1.7953 0.1580  -0.0492
C -3.9190 -2.6545 -0.5450  0.0185
C -2.5768 -2.3213 -0.5822  -0.0559
C -1.4100 -2.9732 -1.2264  -0.3970
O -1.3755 -3.9865 -1.8873  0.0914
N -0.3443 -2.1778 -0.9289  0.0104
C 1.0127 -2.4608 -1.3471  -0.0446
C 1.9325 -2.5685 -0.1764  -0.2601
C 2.6160 -1.6104 0.5165  -0.0268
C 3.2842 -2.2851 1.5670  -0.0571
C 2.9522 -3.5977 1.4362  -0.1189
O 2.1342 -3.7778 0.3879  0.0600
C 0.4977 2.4500 -0.9970  -0.2117
C 0.3500 2.3690 -2.4893  -0.0480
C 0.9714 3.6068 -0.4064  -0.0140
H 2.5003 5.3758 1.0102  0.0763
H 1.9388 4.8523 2.6043  0.0719
H 0.8669 5.7648 1.5402  0.0804
H 0.9103 2.6938 2.8296  0.1089
H 0.0393 0.6560 1.8451  0.1021
H -0.7230 0.3167 -1.6874  0.1334
H -0.1133 -1.0652 0.8334  0.1516
H -4.8446 0.0143 1.3239  0.1064
H -5.8123 -1.9922 0.2294  0.1025
H -4.2883 -3.5394 -1.0408  0.1235
H 0.9753 -3.4088 -1.8899  0.1366
H 1.3619 -1.6608 -2.0088  0.1325
H 2.6396 -0.5607 0.3038  0.1106
H 3.9198 -1.8500 2.3103  0.0999
H 3.2252 -4.4670 2.0007  0.1190
H 0.9172 1.5287 -2.8897  0.0806
H 0.7139 3.2813 -2.9545  0.0764
H -0.6964 2.2415 -2.7734  0.0828
H 1.2259 4.4476 -1.0372  0.1172

For the LUMO energy, the calculation gives 0.4 eV. The value obtained for the calculated total energy is -29614.0996 eV. As for the HOMO-LUMO gap: 8.226 eV. The molecular weight comes out at 333.39 g/mol. Its energy above the lowest of the compared OMol25 structures with the same formula, charge and spin is 183.90 kJ/mol. As for the SMILES: Cc1ccc(N[C@H]2c3ncccc3C(=O)N2Cc2ccco2)c(C)c1.

=====

Density functional theory data (ωB97M-V/def2-TZVPD) for the molecule C9H10N2O3S in a non-equilibrium geometry.

Last column: Löwdin charge in e.
Element x y z (Å)
C 1.3147 2.3632 0.3737  -0.0827
C 2.7386 2.2005 0.3681  -0.0721
C 0.5230 1.2293 0.2269  -0.0477
C 3.2550 0.9268 0.0474  -0.1195
C 1.0494 -0.0693 -0.1497  -0.1987
C 2.4534 -0.2007 -0.2231  -0.2242
C -2.0340 -2.1171 -0.0038  -0.4518
C -1.3687 -0.8531 -0.5829  -0.2795
C -2.0225 0.0735 -1.2678  0.0564
N 0.0130 -1.0204 -0.3855  0.0706
N -3.3879 -2.2034 0.2870  0.1599
O -1.3004 -3.0675 0.1445  0.0614
O 3.5726 -2.1013 1.1756  -0.3052
O 5.0085 -0.9735 -0.5569  -0.4683
S 3.7638 -1.6617 -0.4462  0.9574
H 0.7599 3.2450 0.6012  0.0891
H 3.4565 3.0685 0.6477  0.1273
H -0.5825 1.4620 0.2467  0.1104
H 4.3711 0.6993 -0.1110  0.1065
H -1.3559 0.8528 -1.7162  0.0908
H 2.6597 -1.8832 1.3992  0.0372
H -3.1336 -0.0141 -1.2683  0.0789
H 0.2746 -1.8874 0.0340  0.1062
H -3.7399 -1.2483 0.4971  0.1124
H -3.6164 -2.9101 0.9279  0.0850

For the LUMO energy, the calculation gives 0.4 eV. The value obtained for the calculated total energy is -29450.5122 eV. As for the HOMO-LUMO gap: 8.755 eV. The molecular weight comes out at 226.26 g/mol. Its energy above the lowest of the compared OMol25 structures with the same formula, charge and spin is 193.41 kJ/mol.

=====

Density functional theory data (ωB97M-V/def2-TZVPD) for the molecule C17H19N5O3S2 in a non-equilibrium geometry.

Last column: Löwdin charge in e.
Element x y z (Å)
C -3.9880 -2.8859 1.8956  -0.0357
O -3.5336 -3.0869 0.5621  -0.0398
C -3.4656 -2.0084 -0.2040  -0.6143
O -3.8608 -0.9155 0.1036  0.0781
C -2.8592 -2.3576 -1.5521  -0.3390
S -1.8478 -0.9647 -2.1256  0.9997
C -1.0035 -0.7032 -0.6312  -0.6248
N -0.9302 -1.5610 0.3503  0.0435
N -0.2477 -0.9725 1.3444  0.0800
C 0.0898 0.2268 0.9602  -0.3914
C 0.8361 1.1986 1.7813  -0.3473
S 2.3032 1.9022 0.9279  0.9869
C 3.1195 0.4313 0.4378  -0.6581
N 2.6241 -0.6980 0.8970  0.1097
C 3.1955 -1.8266 0.4908  -0.3006
C 2.5983 -3.0897 1.0088  -0.0194
C 4.2901 -1.7885 -0.3664  0.0246
C 4.7558 -0.5378 -0.7687  -0.3234
C 5.9360 -0.3850 -1.6702  -0.0316
N 4.1555 0.5774 -0.3701  0.1021
N -0.3690 0.4578 -0.3111  0.0066
C -0.3884 1.6874 -1.0617  -0.0743
C -1.4236 2.6111 -0.4991  -0.2558
C -2.6909 2.3743 -0.0532  0.0016
C -3.1861 3.6271 0.3871  -0.0512
C -2.1857 4.5228 0.1756  -0.1211
O -1.1100 3.9168 -0.3559  0.0442
H -4.1825 -3.8741 2.3039  0.0926
H -3.2088 -2.3806 2.4691  0.0990
H -4.8940 -2.2768 1.9018  0.0933
H -2.2467 -3.2531 -1.4678  0.0881
H -3.6411 -2.4941 -2.2993  0.0922
H 1.1672 0.7024 2.6911  0.0872
H 0.2228 2.0690 2.0199  0.0835
H 3.0997 -3.3750 1.9332  0.0884
H 2.7120 -3.8967 0.2895  0.0796
H 1.5476 -2.9208 1.2328  0.0620
H 4.7650 -2.6943 -0.7080  0.1166
H 6.8200 -0.8148 -1.2021  0.0835
H 6.1077 0.6686 -1.8679  0.0776
H 5.7621 -0.9086 -2.6087  0.0830
H 0.5913 2.1719 -1.0126  0.0943
H -0.6132 1.4331 -2.1037  0.1140
H -3.2063 1.4350 -0.0342  0.0963
H -4.1534 3.8237 0.8004  0.1015
H -2.1138 5.5774 0.3524  0.1182

For the LUMO energy, the calculation gives 0.6 eV. The value obtained for the calculated total energy is -53200.5806 eV. As for the HOMO-LUMO gap: 8.965 eV. The molecular weight comes out at 405.50 g/mol. Its energy above the lowest of the compared OMol25 structures with the same formula, charge and spin is 187.05 kJ/mol. As for the SMILES: COC(=O)CSc1nnc(CSc2nc(C)cc(C)n2)n1Cc1ccco1.